{"formula": "C28H23Cl2N4O4PbS2", "method": "ωB97M-V/def2-TZVPD", "species": ["Pb", "Cl", "Cl", "S", "S", "O", "O", "O", "O", "N", "N", "N", "N", "C", "C", "C", "C", "C", "C", "C", "C", "C", "C", "C", "C", "C", "C", "C", "C", "C", "C", "C", "C", "C", "C", "C", "C", "C", "C", "C", "C", "H", "H", "H", "H", "H", "H", "H", "H", "H", "H", "H", "H", "H", "H", "H", "H", "H", "H", "H", "H", "H", "H", "H"], "coordinates": [[-0.03046, 0.17446, -0.51614], [-0.61232, 4.43494, -2.53619], [2.75244, 2.31601, 1.20010], [-0.75915, -2.68394, -2.96918], [-0.26435, 2.81022, 0.22144], [3.38661, 0.65686, -3.20977], [0.14256, -1.90132, -3.78997], [2.08001, 0.31330, -1.41282], [-1.56695, -3.68783, -3.62559], [-1.56925, -1.64376, -2.09780], [-2.79571, 0.40132, -0.86662], [-0.08834, 0.89639, -2.85535], [1.20029, 1.19500, -3.34051], [-2.72296, -1.94190, -1.42868], [1.82608, -4.83193, 0.09842], [-0.47664, -2.59148, 1.92342], [-4.61988, 1.34816, 0.35857], [1.11208, 3.40954, -0.68128], [1.44610, -2.95429, -1.35942], [-1.84676, -0.68848, 2.46466], [-1.72394, -1.98367, 1.97237], [-5.20478, 0.12422, 0.48678], [-4.51380, -3.35713, -0.56674], [2.43631, 3.19329, -0.26841], [2.05475, 4.57077, -2.62332], [3.33933, 4.30813, -2.18413], [0.27851, -3.55801, -1.81196], [0.97802, 4.11868, -1.88321], [-3.39001, 1.43646, -0.32446], [0.51973, -0.62341, 2.88989], [-0.72605, -0.00750, 2.92358], [0.66638, -5.43527, -0.36954], [-4.59534, -1.01551, -0.08516], [-0.10971, -4.80005, -1.33018], [-3.38297, -0.82447, -0.78702], [2.21698, -3.59608, -0.40188], [-3.32421, -3.18531, -1.29387], [3.53010, 3.61194, -1.00308], [0.64372, -1.91138, 2.38550], [-5.15448, -2.30931, 0.03226], [2.31486, 0.68111, -2.62322], [3.12819, -3.12511, -0.05480], [1.31334, 1.05076, -4.33329], [-2.86884, 2.38398, -0.40632], [-1.00381, -5.26694, -1.72043], [2.43171, -5.33095, 0.84514], [-2.59677, -2.50800, 1.60243], [1.61770, -2.38154, 2.33180], [-2.88590, -4.03789, -1.79053], [-6.13764, 0.00220, 1.02633], [-0.37138, -3.58451, 1.50320], [4.19125, 4.61924, -2.77310], [-4.93152, -4.35474, -0.49394], [1.39554, -0.08714, 3.23301], [-0.69193, 1.70306, -2.95797], [1.87730, 5.09909, -3.54949], [-0.81533, 1.01051, 3.28076], [4.52304, 3.36078, -0.65866], [1.76233, -1.99948, -1.76184], [0.36742, -6.40517, 0.00846], [-6.07740, -2.44491, 0.58254], [-2.81685, -0.20488, 2.47085], [-5.06269, 2.23888, 0.78382], [-0.48576, 0.07128, -3.30612]], "charge": -1, "lumo_energy_ev": 2.44, "total_energy_ev": -95527.862, "de_lowest_kj_mol": 0.0, "gap_ev": 7.35}